Molecular formula: C4H6N2
Method: DFT, ωB97M-V with the def2-TZVPD basis set

Structure (ORCA input):
```
! RIJCOSX wB97M-V def2-TZVPD def2/J DEFGRID3
* xyz 0 1
C -2.381 -0.615 0.023
C -0.937 -0.813 -0.060
C 0.197 -1.207 -0.155
N 2.823 0.081 0.126
N 2.076 1.090 0.164
C 1.395 2.014 0.367
H -2.733 0.309 -0.446
H -2.845 -1.461 -0.492
H -2.717 -0.625 1.064
H 1.225 -1.494 -0.197
H 3.334 0.089 -0.755
H 0.546 2.658 0.380
*
```

Values from the calculation:
**HOMO-LUMO gap**: 9.55 eV
**LUMO level**: 0.9 eV

Here are the natural (NBO) charges for atoms 1 to 5, given in e:
1 C -0.688
2 C -0.023
3 C -0.262
4 N -0.594
5 N 0.012